(1)
Formula: C4H12N4
Source: OMol25
Level of theory: ωB97M-V/def2-TZVPD

```
! wB97M-V def2-TZVPD RIJCOSX def2/J DEFGRID3
* xyz 0 1
C -1.650 1.463 -0.561
C -0.862 0.625 0.369
C 0.170 -1.438 -0.514
C 2.717 0.081 0.652
H -1.529 2.571 -0.410
H -1.429 1.298 -1.639
H -2.707 1.245 -0.472
H -1.107 0.881 1.414
H 0.205 0.899 0.250
H -2.875 -1.066 -0.146
H -2.234 -1.642 1.265
H -0.147 -2.431 -0.889
H 2.426 0.523 -1.256
H 2.101 -0.139 1.539
H 3.399 -0.728 0.546
H 3.205 1.028 0.833
N -0.853 -0.769 0.174
N -2.021 -1.506 0.238
N 1.356 -1.079 -0.904
N 1.836 0.184 -0.490
*
```

- HOMO energy: -7.881 eV
- E: -10300.2783 eV
- Gap between HOMO and LUMO: 8.88 eV
- Structure (SMILES): CCN(N)/C=N\NC
- Energy relative to the best compared isomer or geometry (same formula, charge and spin): 69.03 kcal per mole

Mulliken atomic charge list, values in e, 5 entries:
1. C -1.246
2. C -0.207
3. C 0.106
4. C -0.877
5. H 0.341

(2)
Formula: C13H9ClN4O2
Source: OMol25
Level of theory: ωB97M-V/def2-TZVPD

```
! wB97M-V def2-TZVPD RIJCOSX def2/J DEFGRID3
* xyz 0 1
O -4.849 -0.835 -1.266
O -3.189 -2.182 -1.103
Cl -4.566 1.744 -2.545
N 3.679 -0.254 0.116
N 0.421 -0.489 1.605
C 3.429 0.252 -1.085
C 1.144 -1.010 2.570
C 2.551 -1.003 2.227
C 2.072 0.633 -1.479
C 2.611 -0.432 0.990
C 1.028 0.437 -0.619
C -2.001 2.287 -2.023
C -0.708 2.011 -1.638
C -1.391 -0.171 -0.907
C -2.985 1.309 -1.931
C -0.356 0.749 -1.059
C -2.696 0.020 -1.351
N 1.305 -0.136 0.633
N -3.640 -1.063 -1.250
C 0.552 -1.598 3.851
H 4.262 0.448 -1.746
H 3.418 -1.367 2.792
H 1.890 1.011 -2.483
H -2.179 3.243 -2.516
H 0.050 2.798 -1.798
H -1.122 -1.119 -0.459
H 0.286 -0.819 4.564
H 1.310 -2.259 4.292
H -0.327 -2.205 3.618
*
```

- HOMO energy: -8.687 eV
- E: -36201.2149 eV
- Gap between HOMO and LUMO: 7.75 eV
- Structure (SMILES): Cc1cc2nccc(-c3ccc(Cl)c([N+](=O)[O-])c3)n2n1
- Energy relative to the best compared isomer or geometry (same formula, charge and spin): 83.24 kcal per mole

Mulliken atomic charge list, values in e, 5 entries:
1. O -0.545
2. O -0.561
3. Cl -0.148
4. N -0.638
5. N -1.322

(3)
Formula: C2H3O2PTl
Source: OMol25
Level of theory: ωB97M-V/def2-TZVPD

```
! wB97M-V def2-TZVPD RIJCOSX def2/J DEFGRID3
* xyz 3 1
O 3.189 -0.764 0.797
C 3.039 -0.440 -0.386
H 3.380 -0.819 -1.376
P 2.446 1.053 0.280
C -3.023 0.142 0.116
O -1.893 0.012 0.556
Tl -0.061 0.463 0.207
H -3.833 -0.491 0.510
H -3.244 0.845 -0.704
*
```

- HOMO energy: -25.489 eV
- E: -20158.8593 eV
- Gap between HOMO and LUMO: 8.75 eV
- Energy relative to the best compared isomer or geometry (same formula, charge and spin): 0.00 kcal per mole

Mulliken atomic charge list, values in e, 5 entries:
1. O -0.040
2. C 0.343
3. H 0.401
4. P 0.574
5. C 0.229

(4)
Formula: C3H12NO
Source: OMol25
Level of theory: ωB97M-V/def2-TZVPD

```
! wB97M-V def2-TZVPD RIJCOSX def2/J DEFGRID3
* xyz 2 2
C -1.086 0.169 -0.539
C 0.263 0.884 -0.325
C 0.842 1.283 -1.671
N 1.270 0.102 0.500
H -1.135 -0.389 -1.476
H -2.021 0.724 -0.379
H -1.205 -0.559 0.377
H 0.075 1.785 0.275
H 1.431 0.499 -2.150
H -0.011 1.551 -2.307
H 1.481 2.176 -1.587
H 1.711 -0.621 -0.074
H 0.735 -0.378 1.228
H 1.990 0.687 0.935
H -2.058 -2.297 1.371
H -0.639 -2.654 1.814
O -1.219 -1.868 1.653
*
```

- HOMO energy (alpha / beta): -21.684 / -21.290 eV
- E: -6821.3068 eV
- Gap between HOMO and LUMO (alpha / beta): 13.91 / 6.04 eV
- Energy relative to the best compared isomer or geometry (same formula, charge and spin): 17.70 kcal per mole

Mulliken atomic charge list, values in e, 5 entries:
1. C -0.693
2. C 0.351
3. C -1.300
4. N -0.282
5. H 0.449

(5)
Formula: C3H9O3P
Source: OMol25
Level of theory: ωB97M-V/def2-TZVPD

```
! wB97M-V def2-TZVPD RIJCOSX def2/J DEFGRID3
* xyz 0 1
C -1.532 -1.091 -0.201
C -1.060 0.070 0.581
C 1.253 -0.185 0.423
O -1.292 -0.903 -1.605
O -1.361 1.315 0.144
O 1.522 -0.241 -0.875
P 2.203 0.920 1.448
H -2.691 -0.949 -0.206
H -1.392 -2.012 0.277
H -1.182 -0.011 1.642
H 1.133 -1.216 0.837
H -0.322 -0.824 -1.666
H -1.609 1.314 -0.766
H 1.588 0.589 -1.368
H 3.049 1.139 0.461
H 1.692 2.086 0.873
*
```

- HOMO energy: -7.455 eV
- E: -18683.9373 eV
- Gap between HOMO and LUMO: 8.04 eV
- Energy relative to the best compared isomer or geometry (same formula, charge and spin): 110.19 kcal per mole

Mulliken atomic charge list, values in e, 5 entries:
1. C -0.525
2. C -0.239
3. C -0.181
4. O -0.530
5. O -0.501

(6)
Formula: C34H32CoN3S2Sb
Source: OMol25
Level of theory: ωB97M-V/def2-TZVPD

```
! wB97M-V def2-TZVPD RIJCOSX def2/J DEFGRID3
* xyz 3 1
Co -1.858 -0.942 1.181
C -5.070 0.005 -0.015
C -4.207 -0.683 0.988
C -3.680 0.003 2.088
C -2.970 -0.672 3.107
C -2.704 -2.035 2.990
C -3.140 -2.718 1.835
C -3.854 -2.048 0.841
H -5.684 0.764 0.466
H -5.719 -0.709 -0.519
H -4.459 0.500 -0.776
H -3.854 1.066 2.189
H -2.600 -0.114 3.957
H -2.160 -2.560 3.764
H -2.901 -3.767 1.709
H -4.176 -2.584 -0.044
C -1.830 -0.075 -3.830
N -1.298 -1.227 -3.096
C -0.823 -2.400 -3.658
C -0.419 -3.195 -2.656
N -0.643 -2.500 -1.456
C -1.206 -1.303 -1.772
S -1.752 -0.030 -0.773
C -0.079 -2.870 -0.200
C 0.779 -3.958 -0.151
C 1.413 -4.274 1.036
C 1.199 -3.467 2.146
C 0.318 -2.424 2.025
N -0.352 -2.136 0.885
H -1.725 -0.274 -4.892
H -1.265 0.823 -3.567
H -2.884 0.064 -3.589
H -0.834 -2.568 -4.722
H -0.016 -4.187 -2.703
H 0.983 -4.549 -1.027
H 2.080 -5.125 1.083
H 1.697 -3.646 3.088
H 0.124 -1.762 2.858
S -0.612 0.727 2.007
Sb 1.089 1.496 0.528
C 2.192 2.686 1.820
C 3.581 2.705 1.714
C 4.303 3.563 2.530
C 3.641 4.385 3.431
C 2.255 4.364 3.524
C 1.519 3.514 2.716
C 2.238 -0.092 -0.172
C 2.109 -0.575 -1.468
C 2.926 -1.612 -1.895
C 3.860 -2.167 -1.028
C 3.979 -1.692 0.270
C 3.169 -0.649 0.704
C 0.277 2.614 -1.037
C 0.943 2.682 -2.256
C 0.425 3.488 -3.266
C -0.739 4.213 -3.049
C -1.389 4.150 -1.821
C -0.881 3.352 -0.807
H 4.102 2.077 1.002
H 5.382 3.591 2.458
H 4.210 5.052 4.065
H 1.749 5.014 4.224
H 0.438 3.505 2.791
H 1.415 -0.122 -2.163
H 2.857 -1.966 -2.917
H 4.514 -2.957 -1.373
H 4.721 -2.113 0.936
H 3.278 -0.267 1.712
H 1.871 2.147 -2.428
H 0.946 3.566 -4.212
H -1.131 4.847 -3.833
H -2.280 4.739 -1.651
H -1.386 3.311 0.152
*
```

- HOMO energy (alpha / beta): -16.441 / -16.441 eV
- E: -106057.9507 eV
- Gap between HOMO and LUMO (alpha / beta): 6.59 / 6.58 eV

Mulliken atomic charge list, values in e, 5 entries:
1. Co -0.047
2. C -1.323
3. C 1.040
4. C -0.100
5. C -1.054